[1]
{"formula": "C8H12BrFINO6P", "method": "ωB97M-V/def2-TZVPD", "total_charge": -1, "homo_lumo_gap_ha": 0.2734, "lumo_ha": 0.0886, "symbols": ["O", "C", "O", "C", "C", "C", "C", "Br", "N", "P", "O", "I", "H", "H", "H", "H", "H", "H", "H", "H", "H", "C", "C", "O", "C", "O", "O", "F", "H", "H", "H"], "xyz": [[0.3413, -0.6210, 3.2048], [0.1987, -0.3889, 1.9943], [-0.0082, -1.1910, 1.0584], [0.3882, 1.1158, 1.6005], [-0.3944, 1.4575, 0.3455], [-1.8941, 1.1932, 0.4113], [-2.6600, 2.0270, 1.4338], [-2.8126, 1.1900, 3.1762], [1.8434, 1.2630, 1.4027], [2.6029, 2.6828, 0.9287], [2.1933, 2.7308, -0.6668], [1.2494, 4.5891, 1.7588], [0.0309, 1.6952, 2.4540], [-0.2812, 2.5067, 0.0634], [0.0188, 0.8701, -0.4737], [-2.3029, 1.4708, -0.5652], [-2.1170, 0.1392, 0.5644], [-3.6798, 2.1751, 1.0891], [-2.2252, 3.0152, 1.5655], [2.3226, 0.9343, 2.2376], [2.7525, 2.0601, -1.0812], [0.1007, -3.0319, -1.3226], [0.4883, -2.1756, -2.5064], [1.1843, -3.0980, -3.3386], [0.6935, -4.3404, -3.0745], [0.8777, -5.2920, -3.7617], [-0.0335, -4.3302, -1.9443], [1.3228, -1.1632, -2.1841], [0.8874, -3.0582, -0.5711], [-0.8227, -2.7256, -0.8443], [-0.3557, -1.7668, -3.0654]]}

[2]
{"formula": "C8H12CdF12N2O10S4", "method": "ωB97M-V/def2-TZVPD", "total_charge": 1, "spin_multiplicity": 2, "homo_lumo_gap_ha": [0.3732, 0.1472], "lumo_ha": [-0.1367, -0.3613], "symbols": ["Cd", "C", "F", "F", "F", "S", "O", "O", "N", "S", "O", "O", "C", "F", "F", "F", "C", "F", "F", "F", "S", "O", "O", "N", "S", "O", "O", "C", "F", "F", "F", "C", "C", "O", "H", "H", "H", "H", "H", "H", "C", "C", "O", "H", "H", "H", "H", "H", "H"], "xyz": [[0.0651, 0.1060, 0.0142], [-0.1810, -2.9478, 2.9622], [-0.8447, -3.9974, 3.5145], [0.2683, -2.1541, 3.9555], [0.8289, -3.4624, 2.2239], [-1.4503, -2.0238, 1.7947], [-1.3062, -2.6383, 0.4996], [-2.8085, -2.2438, 2.3459], [-0.8384, -0.4055, 1.6671], [-1.3711, 0.3303, 2.9492], [-1.8344, -0.4336, 4.0715], [-0.4830, 1.4292, 3.2759], [-2.9487, 1.2632, 2.3023], [-2.5725, 2.0293, 1.3030], [-3.8004, 0.3971, 1.7341], [-3.5053, 1.9932, 3.2695], [1.6374, 2.9198, -2.3153], [1.6124, 4.1109, -2.8555], [0.7743, 2.0833, -2.8952], [2.8614, 2.4232, -2.3544], [1.0295, 3.0838, -0.5084], [1.6633, 4.2716, 0.0397], [-0.4325, 3.1591, -0.5559], [1.4054, 1.5136, 0.1358], [2.6250, 1.8844, 1.0788], [3.7860, 2.3810, 0.3480], [2.2486, 2.6120, 2.3208], [3.1621, 0.1087, 1.7645], [3.5732, -0.6068, 0.7435], [4.1805, 0.1732, 2.6618], [2.0427, -0.4316, 2.3255], [-3.4063, -1.2099, -1.5866], [-1.9822, -0.8248, -2.1033], [-1.4384, 0.2719, -1.3532], [-3.7764, -2.0280, -2.2046], [-4.1551, -0.4277, -1.7118], [-3.3704, -1.5112, -0.5397], [-2.0217, -0.4442, -3.1239], [-1.3373, -1.7034, -2.0831], [-1.8918, 1.0556, -1.6722], [1.1643, -0.9931, -3.2433], [2.0487, -0.9281, -2.0005], [1.1594, -1.3641, -0.9226], [1.7207, -0.8363, -4.1674], [0.4078, -0.2116, -3.3160], [0.7649, -2.0065, -3.2039], [2.4303, 0.0864, -1.8860], [2.9286, -1.5704, -1.9627], [1.3680, -2.2823, -0.7356]]}

[3]
{"formula": "C8H12Cl12F12NO4PS2V", "method": "ωB97M-V/def2-TZVPD", "e_above_lowest_kj_mol": 0.0, "spin_multiplicity": 4, "homo_lumo_gap_ha": [0.2996, 0.3011], "lumo_ha": [-0.0891, -0.0876], "symbols": ["V", "P", "F", "F", "F", "F", "F", "F", "C", "F", "F", "F", "S", "O", "O", "N", "S", "O", "O", "C", "F", "F", "F", "C", "Cl", "Cl", "H", "H", "C", "Cl", "Cl", "H", "H", "C", "Cl", "Cl", "H", "H", "C", "Cl", "Cl", "H", "H", "C", "Cl", "Cl", "H", "H", "C", "Cl", "Cl", "H", "H"], "xyz": [[-2.1743, -1.9728, 0.8645], [-2.1065, -4.2699, -1.2697], [-1.5235, -2.7050, -1.0936], [-1.6010, -4.3284, -2.7467], [-0.7869, -4.8936, -0.6924], [-2.8481, -5.6608, -1.3102], [-2.6273, -4.0412, 0.3288], [-3.4873, -3.5397, -1.7139], [0.5519, -0.7144, 2.8027], [0.5326, 0.6083, 2.8783], [1.5938, -1.1803, 3.4578], [-0.5855, -1.1930, 3.3344], [0.6175, -1.2660, 1.0474], [1.8977, -1.0114, 0.5297], [0.1397, -2.6392, 1.0532], [-0.7174, -0.4979, 0.4520], [-0.2762, 0.7494, -0.5216], [0.4165, 1.7483, 0.2226], [0.2683, 0.3218, -1.7594], [-1.9490, 1.3823, -0.9000], [-2.7517, 0.3675, -1.2704], [-2.4763, 1.9605, 0.1839], [-1.8430, 2.2571, -1.8806], [4.8133, 0.1546, 1.2941], [5.2629, -1.0930, 0.1606], [4.7986, -0.4294, 2.9767], [5.5251, 0.9681, 1.2402], [3.8102, 0.5002, 1.0782], [0.0517, -5.1604, 2.8476], [-1.4857, -4.2762, 3.0462], [1.3665, -4.3706, 3.6697], [-0.0946, -6.1393, 3.2828], [0.2468, -5.2001, 1.7829], [-5.2358, 5.0361, -2.4863], [-5.4156, 6.7664, -2.7577], [-3.7698, 4.6478, -1.5960], [-6.1011, 4.7095, -1.9232], [-5.2004, 4.5369, -3.4466], [2.8016, -1.9246, -2.7390], [2.9495, -1.9698, -4.5016], [1.5526, -2.9979, -2.1492], [3.7472, -2.2301, -2.3102], [2.5577, -0.9069, -2.4591], [-0.5781, 5.2105, -3.4561], [1.0609, 5.5339, -2.9550], [-0.9379, 5.8139, -5.0599], [-0.7288, 4.1379, -3.4153], [-1.2484, 5.6776, -2.7440], [2.3422, 2.6090, 4.0251], [3.4735, 3.8955, 3.6210], [1.9498, 2.5701, 5.7421], [1.4273, 2.7875, 3.4755], [2.7950, 1.6612, 3.7598]]}

[4]
{"formula": "C8H12ClF6N2O3S", "method": "ωB97M-V/def2-TZVPD", "total_charge": 1, "smiles": "C[C@@H](Cl)C[C@H]1OC[N@@H+](S(=O)(=O)C(F)(F)F)[C@@]1(N)C(F)(F)F", "homo_lumo_gap_ha": 0.3606, "lumo_ha": -0.1372, "symbols": ["C", "C", "Cl", "C", "C", "O", "C", "N", "S", "O", "O", "C", "F", "F", "F", "C", "N", "C", "F", "F", "F", "H", "H", "H", "H", "H", "H", "H", "H", "H", "H", "H", "H"], "xyz": [[-0.3257, 3.5328, -1.5934], [-1.0499, 2.2144, -1.8267], [-1.2389, 1.9668, -3.5859], [-0.2000, 1.0574, -1.2857], [-1.0262, -0.1653, -0.8594], [-0.4787, -1.3040, -1.5735], [0.2114, -2.1430, -0.7274], [0.3519, -1.4139, 0.6083], [1.9442, -0.5661, 0.7299], [1.7986, 0.7045, 1.3300], [2.6133, -0.6145, -0.5143], [2.8203, -1.6836, 1.9457], [4.0800, -1.3153, 2.0164], [2.1828, -1.5690, 3.1064], [2.6958, -2.9379, 1.4927], [-0.9328, -0.6226, 0.6000], [-2.0107, -1.5960, 0.7765], [-1.1574, 0.4227, 1.7437], [-0.7712, 1.6381, 1.3593], [-0.4248, 0.0435, 2.8018], [-2.4230, 0.4842, 2.0970], [0.7414, 3.3718, -1.5786], [-0.5922, 4.2502, -2.3512], [-0.5934, 3.9214, -0.6190], [-2.0141, 2.1971, -1.3405], [0.4468, 0.7399, -2.0859], [0.4439, 1.4016, -0.4864], [-2.0789, 0.0188, -1.0347], [-0.3970, -3.0243, -0.5408], [1.1381, -2.5403, -1.1115], [0.4166, -2.1915, 1.2747], [-1.7618, -2.3965, 1.3372], [-2.4084, -1.8813, -0.1044]]}